Computed, not measured: C4H5NO in the gas phase at a distorted geometry, with ωB97M-V with the def2-TZVPD basis set.

Calculated values
M (g/mol): 83.09
Highest occupied orbital energy (Ha): -0.41005
Kohn-Sham gap (eV): 10.836
Total charge: 0
Multiplicity: 1
SMILES: CCC(=O)C#N
Strongest force on any atom (eV/A): 1.17
Relative energy (zero: lowest compared OMol25 entry of this formula, charge and spin) (eV): 0.848
Electronic energy (Eh): -285.38341

Each line ends with the Mulliken charge.
CARTESIAN COORDINATES (ANGSTROEM)
O -1.2069 0.9971 0.8323  -0.464
N -2.3618 1.1831 -2.2487  -0.340
H 0.7425 -0.0046 1.8164  0.291
H 0.0546 -1.5099 1.2647  0.315
H 1.3542 0.6258 -0.5547  0.260
C 0.5561 -0.1005 -0.3426  -0.308
C -1.5977 0.9239 -1.4193  0.083
C 0.8133 -0.7575 1.0248  -1.088
H 0.5481 -0.7607 -1.2231  0.336
H 1.8007 -1.2160 1.0825  0.349
C -0.7581 0.6391 -0.2304  0.566

***

Computed, not measured: a gas-phase ion, C8H16N3O (charge +1) at a distorted geometry, with ωB97M-V with the def2-TZVPD basis set.

Calculated values
M (g/mol): 170.24
Highest occupied orbital energy (Ha): -0.50506
Kohn-Sham gap (eV): 11.005
Total charge: +1
Multiplicity: 1
SMILES: CC(=O)N[C@H](C#N)C[N+](C)(C)C
Strongest force on any atom (eV/A): 5.83
Relative energy (zero: lowest compared OMol25 entry of this formula, charge and spin) (eV): 1.793
Electronic energy (Eh): -553.62063

Each line ends with the Mulliken charge.
CARTESIAN COORDINATES (ANGSTROEM)
C 2.4132 -1.1191 -0.5308  -1.159
C 1.5312 0.8413 -1.3602  -0.816
H -3.9970 1.1481 1.7316  0.340
H 1.4126 0.2294 -2.1848  0.427
C -0.6476 -2.3123 -0.3623  0.030
H 2.3849 1.4943 -1.5508  0.338
H 2.7101 0.1089 1.8005  0.360
N -0.3680 -3.4182 -0.3562  -0.384
C -4.0699 0.9952 0.6217  -1.245
C -0.8768 -0.8869 -0.2853  0.114
C 2.6134 0.7805 0.9737  -0.827
H 1.7796 -1.7097 -1.1942  0.461
H 0.5526 -1.0148 1.4466  0.393
C -2.7640 0.7927 -0.0855  0.651
N -2.1881 -0.5211 0.1732  -0.321
H 3.2116 -0.8474 -1.1522  0.468
H 2.7061 -1.8780 0.1583  0.390
H 1.9924 1.7649 1.1672  0.352
H -0.7516 -0.4917 -1.2234  0.491
H -4.3180 2.0244 0.2766  0.332
H 0.0414 0.6794 1.0802  0.456
H -2.5081 -0.8859 1.0589  0.324
N 1.7032 0.0669 -0.0411  0.135
C 0.4143 -0.2328 0.6731  -0.921
O -2.1554 1.6526 -0.6686  -0.519
H -4.8756 0.2798 0.6111  0.372
H 3.4759 0.9201 0.3667  0.427
H 0.5776 1.5394 -1.1442  0.332